1.
{
  "formula": "C24H44EuO3P2S",
  "method": "ωB97M-V/def2-TZVPD",
  "symbols": ["Eu", "C", "C", "C", "C", "C", "C", "H", "H", "H", "C", "H", "H", "H", "C", "H", "H", "H", "C", "H", "H", "H", "C", "H", "H", "H", "C", "C", "C", "C", "C", "C", "C", "C", "H", "H", "H", "H", "H", "H", "H", "H", "H", "H", "H", "H", "P", "C", "C", "P", "C", "C", "C", "H", "H", "H", "H", "H", "H", "H", "H", "H", "H", "H", "H", "H", "H", "C", "S", "O", "O", "O", "H", "H", "H"],
  "coordinates": [[0.3091, 1.3958, 1.7507], [2.1721, 0.3479, 3.7252], [2.9380, 0.2266, 2.5245], [2.4063, 2.4677, 2.8037], [1.8275, 1.7281, 3.9020], [3.0665, 1.5271, 1.9456], [1.8834, -0.7440, 4.6915], [1.8413, -1.7243, 4.1859], [0.9179, -0.5749, 5.2000], [2.6651, -0.8067, 5.4715], [0.8914, 2.2812, 4.9133], [0.3910, 1.4671, 5.4672], [0.0871, 2.8751, 4.4276], [1.4142, 2.9382, 5.6272], [2.1807, 3.9076, 2.5203], [2.8712, 4.5468, 3.0896], [1.1518, 4.2115, 2.7973], [2.2924, 4.1207, 1.4419], [3.7681, 1.8648, 0.6776], [4.8098, 2.1666, 0.8795], [3.2663, 2.7008, 0.1574], [3.7960, 1.0057, -0.0152], [3.6104, -1.0103, 2.0385], [4.6703, -1.0267, 2.3453], [3.5844, -1.0733, 0.9381], [3.1283, -1.9125, 2.4473], [-1.4491, -0.4142, 1.8499], [-0.4689, -1.2869, 2.2103], [0.2318, -2.2121, 1.2649], [0.5704, -1.7019, -0.1620], [1.0597, -0.2965, -0.3725], [0.2440, 0.7569, -0.6526], [-1.2756, 0.6559, -0.6181], [-1.9842, -0.2413, 0.4332], [-0.3747, -3.1165, 1.1051], [-0.2995, -1.9001, -0.8012], [1.1522, -2.5621, 1.7539], [-2.1509, -1.2197, -0.0379], [-1.9313, 0.2173, 2.6230], [-0.1998, -1.3985, 3.2692], [-2.9756, 0.2161, 0.5671], [-1.6796, 1.6795, -0.5407], [0.6537, 1.7612, -0.8670], [-1.6227, 0.2850, -1.5919], [1.3664, -2.3608, -0.5365], [2.1400, -0.1546, -0.3750], [-2.0519, -2.9452, -2.9521], [-3.8157, -3.0303, -2.3947], [-1.7986, -4.7468, -3.2930], [-0.8872, -1.4073, -5.2974], [-2.3623, -2.3864, -4.7030], [-0.2113, -2.6417, -6.5007], [-1.7710, -0.3310, -6.5163], [-4.1980, -2.0064, -2.2946], [-3.8493, -3.5168, -1.4111], [-4.4370, -3.5892, -3.1077], [-2.6263, -5.1655, -3.8820], [-1.7353, -5.2647, -2.3273], [-0.8498, -4.8823, -3.8271], [-2.3817, -0.9173, -7.2158], [-1.0218, 0.2481, -7.0704], [-2.4082, 0.3654, -5.9578], [-3.2397, -1.7182, -4.7084], [-2.5307, -3.2578, -5.3618], [0.5762, -2.1467, -7.0832], [-0.9899, -3.0184, -7.1774], [0.2368, -3.4717, -5.9409], [-1.3023, 5.3671, 2.2109], [-1.3973, 3.7964, 1.3952], [-2.6597, 3.6051, 0.7288], [-0.1859, 3.6555, 0.5118], [-1.1429, 2.8524, 2.6013], [-2.1971, 5.9194, 1.8639], [-0.3582, 5.8776, 1.9438], [-1.3508, 5.1433, 3.2923]],
  "atomic_forces_ev_per_a": [[2.69, 1.06, 1.37], [-0.27, 0.85, -0.74], [-0.56, 0.85, -0.05], [-0.73, -1.36, 0.48], [0.46, -0.20, -1.47], [-0.75, -0.43, 0.56], [-0.16, -0.46, 0.35], [0.02, 0.31, 0.29], [0.41, -0.18, -0.09], [-0.34, 0.01, -0.31], [-0.51, 0.38, 0.55], [0.27, 0.44, -0.06], [0.52, -0.20, 0.50], [-0.29, -0.24, -0.09], [-0.16, 0.78, -0.14], [-0.13, -0.09, -0.22], [0.57, -0.06, 0.00], [0.05, 0.08, 0.54], [0.30, 0.10, -0.44], [-0.32, -0.06, -0.21], [0.32, -0.28, 0.13], [0.12, 0.38, 0.27], [0.15, -0.36, -0.17], [-0.35, -0.06, -0.13], [0.12, -0.09, 0.36], [0.28, 0.28, -0.18], [0.45, -0.69, 0.22], [-0.99, 0.38, -0.02], [0.70, -0.24, -0.14], [-0.10, -0.59, -0.22], [-0.49, 0.84, -0.36], [0.44, -1.35, -0.25], [0.02, 0.76, -0.24], [-0.77, -0.18, 0.11], [0.01, 0.16, 0.26], [0.30, 0.24, -0.03], [-0.26, 0.13, -0.12], [0.11, 0.12, 0.38], [0.20, -0.48, -0.25], [-0.24, 0.13, -0.40], [0.18, -0.24, -0.18], [0.13, -0.30, -0.07], [-0.05, -0.54, -0.09], [0.16, 0.13, 0.06], [-0.25, 0.08, 0.05], [-0.24, 0.10, -0.08], [-0.78, -0.41, -0.45], [0.17, -0.01, 0.15], [0.17, 0.13, 0.30], [-0.45, -0.14, -0.66], [0.42, 0.18, 0.25], [0.19, 0.17, 0.20], [0.19, 0.06, 0.13], [-0.03, -0.24, 0.01], [-0.15, 0.09, -0.19], [0.11, 0.15, 0.21], [0.23, 0.11, 0.14], [0.03, -0.05, -0.28], [-0.22, -0.07, 0.11], [0.13, 0.16, 0.15], [-0.25, -0.06, 0.03], [0.09, -0.07, -0.22], [0.26, -0.29, -0.02], [-0.18, 0.43, 0.26], [-0.13, -0.23, 0.07], [0.19, 0.07, 0.16], [-0.05, 0.09, -0.23], [-0.47, 0.43, -0.12], [0.91, 0.03, 0.44], [0.68, -0.02, 0.59], [-1.08, -0.87, 0.94], [-1.02, 0.46, -1.51], [0.64, -0.04, 0.35], [-0.61, -0.31, 0.09], [-0.04, 0.32, -0.62]],
  "multiplicity": 7,
  "gap_ev": [6.0, 7.8],
  "de_lowest_kj_mol": 0.0,
  "largest_force_ha_per_bohr": 0.062,
  "charge": 1
}

2.
{
  "formula": "C5H8F2S",
  "method": "ωB97M-V/def2-TZVPD",
  "symbols": ["C", "C", "C", "C", "C", "H", "H", "H", "H", "H", "H", "H", "H", "F", "F", "S"],
  "coordinates": [[1.2986, -0.8997, 0.7243], [0.7652, 0.2116, -0.1694], [-0.6243, 0.8880, 0.3706], [-1.3816, 0.0289, -0.7047], [-0.0616, -0.1282, -1.4445], [2.1809, -1.3935, 0.2731], [1.5650, -0.5046, 1.6792], [0.5408, -1.7111, 0.6639], [1.4501, 1.1529, -0.2757], [-0.5928, 1.9415, 0.1046], [-0.1054, 0.9326, 2.6857], [-1.6711, -1.0134, -0.2952], [-2.2165, 0.4462, -1.2725], [0.0757, -1.3500, -2.0189], [-0.0132, 0.8743, -2.4337], [-1.2097, 0.5245, 2.1135]],
  "atomic_forces_ev_per_a": [[-0.22, -1.05, -2.63], [-0.02, 3.18, 0.53], [0.04, -1.87, -0.01], [-0.14, -1.16, 0.86], [-1.08, 0.55, 0.14], [-0.16, 0.54, 0.18], [-0.18, -0.13, 0.75], [0.35, 0.50, 0.99], [-0.62, -2.17, -0.23], [-0.32, 0.00, 0.34], [0.67, 0.33, 0.52], [0.40, 1.75, -0.46], [0.17, 0.02, 0.16], [0.62, 0.46, -0.26], [0.66, -1.20, 0.78], [-0.18, 0.23, -1.68]],
  "gap_ev": 10.1,
  "de_lowest_kj_mol": 0.0,
  "smiles": "C[C@@H]1[C@H](S)CC1(F)F",
  "largest_force_ha_per_bohr": 0.063,
  "charge": 0
}

3.
{
  "formula": "C34H36BCuN2O2Te",
  "method": "ωB97M-V/def2-TZVPD",
  "symbols": ["Cu", "C", "C", "C", "C", "C", "O", "C", "C", "C", "C", "C", "C", "C", "O", "C", "C", "C", "N", "C", "C", "Te", "C", "C", "C", "C", "C", "C", "C", "C", "C", "C", "C", "C", "H", "H", "H", "H", "H", "H", "H", "H", "H", "H", "H", "H", "H", "H", "H", "H", "H", "H", "H", "H", "H", "H", "H", "H", "C", "C", "C", "C", "H", "H", "H", "H", "H", "H", "H", "H", "H", "B", "C", "N", "H", "H", "H"],
  "coordinates": [[-0.1626, -0.3010, 0.0447], [5.6312, 3.8285, 0.4794], [4.4505, 2.9255, 0.7471], [4.3350, 2.2101, 1.9216], [3.2609, 1.3561, 2.1696], [3.2378, 0.6857, 3.4690], [4.2442, 0.5787, 4.1694], [1.9483, 0.1532, 4.0163], [1.9845, -0.9745, 4.8300], [0.8269, -1.4594, 5.4173], [-0.3812, -0.8107, 5.2050], [-0.4235, 0.3223, 4.4043], [0.7340, 0.8030, 3.8177], [2.2601, 1.1100, 1.1502], [1.4600, 0.1601, 1.2771], [2.2823, 2.0204, 0.0095], [3.4069, 2.8249, -0.1732], [1.1832, 2.1271, -0.9593], [0.1700, 1.3183, -1.0256], [-0.8870, 1.6054, -1.9910], [-2.2429, 1.1146, -1.5179], [-3.7337, 1.5539, -3.0009], [-3.6729, 3.6409, -2.5741], [-4.3748, 4.1273, -1.4740], [-4.3145, 5.4726, -1.1406], [-3.5482, 6.3462, -1.9013], [-2.8369, 5.8651, -2.9918], [-2.8996, 4.5196, -3.3267], [1.2458, 3.3009, -1.8946], [1.4328, 3.1311, -3.2657], [1.4508, 4.2197, -4.1241], [1.2785, 5.5052, -3.6304], [1.0887, 5.6882, -2.2659], [1.0773, 4.5993, -1.4109], [6.3706, 3.7315, 1.2755], [5.3294, 4.8796, 0.4248], [6.1167, 3.5786, -0.4684], [5.0867, 2.2955, 2.6995], [2.9331, -1.4727, 4.9853], [0.8620, -2.3505, 6.0338], [-1.2937, -1.1929, 5.6465], [-1.3690, 0.8109, 4.2064], [0.6959, 1.6732, 3.1749], [3.4830, 3.4167, -1.0775], [-0.6511, 1.1048, -2.9362], [-0.9616, 2.6769, -2.2023], [-2.5577, 1.6002, -0.5969], [-2.2566, 0.0368, -1.3575], [-4.9496, 3.4394, -0.8654], [-4.8592, 5.8392, -0.2789], [-3.4932, 7.3950, -1.6352], [-2.2179, 6.5378, -3.5738], [-2.3253, 4.1453, -4.1655], [1.5643, 2.1296, -3.6573], [1.5964, 4.0640, -5.1869], [1.2909, 6.3554, -4.3018], [0.9488, 6.6876, -1.8707], [0.9248, 4.7426, -0.3481], [1.3850, -2.5981, -2.3391], [0.7411, -3.0463, -1.0288], [0.3958, -4.5422, -1.1147], [-0.4824, -2.1709, -0.7191], [2.3191, -3.1318, -2.5547], [1.5883, -1.5254, -2.2964], [0.6875, -2.7804, -3.1643], [1.4796, -2.9229, -0.2264], [-0.3486, -4.7031, -1.9010], [-0.0293, -4.8802, -0.1676], [1.2785, -5.1603, -1.3413], [-1.0996, -2.6830, 0.0341], [-1.1002, -2.1313, -1.6375], [-4.2425, 0.1937, 1.9503], [-2.7160, -0.0179, 1.6312], [-1.6033, -0.1319, 1.3339], [-4.3721, 0.6954, 3.0541], [-4.6643, 0.9500, 1.0844], [-4.8149, -0.8792, 1.8939]],
  "atomic_forces_ev_per_a": [[0.22, -0.89, -0.58], [-0.17, -0.06, -0.03], [0.19, 0.10, -0.09], [-0.22, -0.18, 0.08], [0.27, 0.43, -0.28], [0.01, -0.26, 0.20], [-0.03, 0.04, -0.11], [-0.16, -0.02, 0.30], [0.11, 0.03, -0.05], [-0.08, -0.03, 0.02], [0.02, 0.01, 0.00], [-0.08, 0.09, 0.04], [0.06, 0.01, 0.02], [-0.05, -0.17, 0.21], [0.44, 0.09, -0.10], [0.29, 0.08, -0.05], [-0.19, -0.14, 0.15], [-0.53, -0.32, -0.22], [0.61, 0.89, 0.06], [-0.11, 0.03, -0.19], [0.00, -0.06, -0.02], [0.11, 0.26, 0.14], [-0.03, -0.21, -0.04], [-0.03, -0.08, 0.04], [0.03, 0.09, 0.00], [0.00, -0.05, 0.00], [-0.01, 0.11, 0.03], [0.02, -0.06, -0.06], [0.08, 0.31, -0.19], [0.09, -0.11, 0.16], [0.00, 0.06, -0.08], [0.00, -0.04, 0.06], [0.00, 0.09, -0.12], [-0.07, -0.17, 0.09], [0.03, 0.02, -0.01], [0.06, 0.02, -0.01], [0.05, 0.03, 0.01], [0.03, 0.00, -0.01], [0.02, 0.03, 0.01], [0.02, -0.01, -0.01], [0.00, -0.01, -0.02], [0.01, -0.02, -0.01], [-0.05, -0.03, 0.03], [-0.04, 0.07, -0.04], [0.05, -0.01, 0.03], [-0.01, -0.03, -0.04], [-0.07, -0.04, 0.00], [0.02, -0.01, 0.00], [-0.01, 0.03, 0.00], [0.01, -0.03, 0.01], [0.00, 0.00, 0.00], [0.01, -0.03, -0.01], [-0.01, 0.00, 0.00], [-0.01, -0.02, 0.00], [0.00, -0.01, 0.01], [-0.01, 0.00, 0.00], [-0.02, -0.02, 0.02], [0.03, 0.00, 0.01], [0.07, -0.01, 0.13], [-0.33, 0.01, -0.14], [0.24, 0.09, 0.00], [0.30, -0.13, -0.12], [-0.02, 0.01, -0.02], [0.02, 0.00, -0.02], [0.01, 0.03, -0.04], [0.03, -0.01, 0.00], [-0.03, -0.02, 0.00], [-0.03, -0.05, -0.02], [-0.04, -0.03, 0.01], [-0.02, 0.03, 0.01], [-0.04, -0.11, -0.02], [-0.22, 0.03, -0.01], [0.43, -0.05, 0.01], [-1.15, 0.36, 0.77], [0.02, 0.04, 0.05], [-0.08, 0.03, 0.01], [-0.05, -0.01, 0.00]],
  "gap_ev": 3.9,
  "de_lowest_kj_mol": 45.5,
  "largest_force_ha_per_bohr": 0.028,
  "charge": -2
}

| no. | energy (a.u.) |
| --- | --- |
| 1 | -2957.59158 |
| 2 | -793.19692 |
| 3 | -3510.54128 |